C5H14 | ωB97M-V/def2-TZVPD

Calculated values
E_HOMO (eV): -11.238
LUMO level (eV): 1.1
Kohn-Sham gap (eV): 12.381
Energy relative to the best compared isomer or geometry (same formula, charge and spin) (kcal per mole): 6.6

```
19
Properties=species:S:1:pos:R:3:mulliken_charge:R:1
H 0.124 -3.337 0.973 0.357
H 0.997 -1.833 1.196 0.203
C 0.346 -2.379 0.513 -0.745
C 0.172 1.547 1.222 -0.904
H 0.215 0.456 1.267 0.036
H 2.116 -2.611 -0.690 0.252
C -1.529 1.810 -0.738 -1.022
H 0.756 -3.447 -1.346 0.286
H 0.639 1.514 -0.849 0.262
C -0.106 2.012 -0.218 -0.225
H -2.242 1.613 0.072 0.291
H -1.605 0.967 -1.424 0.250
H 0.825 -1.700 -1.522 0.252
H -0.649 1.845 1.874 0.334
C 1.044 -2.521 -0.846 -0.802
H 0.200 3.054 -0.306 0.312
H -0.528 -1.718 0.452 0.196
H 1.082 2.002 1.595 0.338
H -1.857 2.725 -1.224 0.330
```

---

C5H14 | ωB97M-V/def2-TZVPD

Calculated values
E_HOMO (eV): -11.193
LUMO level (eV): 1.2
Kohn-Sham gap (eV): 12.366
Energy relative to the best compared isomer or geometry (same formula, charge and spin) (kcal per mole): 12.9

```
19
Properties=species:S:1:pos:R:3:mulliken_charge:R:1
H -1.114 1.824 2.206 0.270
C -0.297 1.758 1.486 -0.534
C -0.394 -1.717 -2.400 -0.744
H 0.422 -1.560 -1.695 0.183
H -0.058 -1.610 -3.428 0.286
C 0.923 1.003 2.084 -0.356
H -1.788 -0.171 -3.009 0.287
H -0.571 -2.802 -2.328 0.269
C 1.451 -0.111 1.189 -0.908
C -1.588 -0.806 -2.155 -0.428
H -2.552 -1.251 -1.922 0.298
H -0.538 1.272 0.538 -0.126
H 1.774 -0.901 1.862 0.319
H 2.195 0.200 0.460 0.301
H -1.407 -0.138 -1.308 -0.130
H 0.621 -0.545 0.621 0.139
H -0.111 2.797 1.212 0.271
H 1.693 1.731 2.350 0.307
H 0.667 0.641 3.075 0.295
```

---

C5H14 | ωB97M-V/def2-TZVPD

Calculated values
E_HOMO (eV): -11.216
LUMO level (eV): 1.1
Kohn-Sham gap (eV): 12.308
Energy relative to the best compared isomer or geometry (same formula, charge and spin) (kcal per mole): 15.9

```
19
Properties=species:S:1:pos:R:3:mulliken_charge:R:1
H 0.098 -0.077 0.322 -0.250
H 0.954 1.403 -1.947 0.245
C -0.793 -1.118 1.937 -1.145
H 2.247 0.362 1.240 0.355
H -1.634 -1.264 1.241 0.319
C 0.348 0.744 -2.572 -0.783
H 0.512 0.900 -3.635 0.322
H -1.290 1.212 -1.156 0.259
C 1.570 -0.286 1.805 -1.284
H -1.286 -0.917 2.884 0.321
H -1.621 -0.152 -2.126 0.267
H 0.700 -0.234 -2.240 0.230
H -1.778 1.286 -2.916 0.324
C -1.135 0.830 -2.168 -0.849
H 1.865 -1.226 1.304 0.319
H -0.228 0.924 1.876 0.338
H 1.664 -0.315 2.882 0.357
C 0.108 0.013 1.399 0.338
H -0.303 -2.083 1.869 0.316
```